Below is a molecular structure, C3H5NO2S, with properties calculated with wB97M-V/def2-TZVPD.

Geometry (Å):
O: -2.789 0.770 0.067
O: -1.767 -1.519 0.229
C: -0.110 0.799 0.446
N: -0.414 0.428 -0.962
H: 0.209 -1.601 -0.694
S: -1.670 -0.084 0.096
H: 0.128 2.311 0.910
C: 0.682 -0.603 -0.807
H: 1.356 -0.464 -1.603
C: 1.114 -0.012 0.491
H: 2.082 0.622 0.489
H: 1.178 -0.646 1.339

## Properties
Relative energy (zero: lowest compared OMol25 entry of this formula, charge and spin)   572.3 kJ/mol
Max |F|   5.185 eV Å⁻¹
Highest occupied orbital energy   -9.681 eV
Calculated total energy   -720.52854 Ha
2S+1   1
Gap between HOMO and LUMO   9.85 eV
Lowest unoccupied orbital energy   0.17 eV